Record 1
Formula: C2H7Cl2N2P
Source: the Open Molecules 2025 dataset
Level of theory: the ωB97M-V functional and the def2-TZVPD basis

Results
HOMO level (alpha / beta) ... -8.11 / -8.11 eV
LUMO energy (alpha / beta) ... -0.0040 / -0.0040 hartree
Energy above the lowest of the compared OMol25 structures with the same formula, charge and spin ... 2.5207 eV
SMILES ... CNN=P(C)(Cl)Cl

Each line ends with the Löwdin charge.
Atoms and positions in Å:
1 C -1.779 -0.090 1.312  -0.14
2 C 1.920 -1.192 -0.723  -0.19
3 H -2.121 -0.035 2.345  0.08
4 H 1.426 -2.060 -1.136  0.00
5 H 2.723 -0.833 -1.352  -0.01
6 Cl 1.908 1.877 -0.900  0.21
7 H -0.960 1.788 1.487  0.11
8 H -0.869 -0.725 1.257  0.06
9 Cl 0.069 0.229 -2.789  0.30
10 N -1.464 1.220 0.800  -0.28
11 H 2.193 -1.289 0.316  0.01
12 N -0.972 1.238 -0.437  -0.32
13 H -2.541 -0.555 0.688  0.08
14 P 0.466 0.427 -0.870  0.09

Record 2
Formula: C5H8N2O
Source: the Open Molecules 2025 dataset
Level of theory: the ωB97M-V functional and the def2-TZVPD basis

Results
HOMO level ... -7.10 eV
LUMO energy ... 0.0256 hartree
Energy above the lowest of the compared OMol25 structures with the same formula, charge and spin ... 3.6012 eV

Each line ends with the Löwdin charge.
Atoms and positions in Å:
1 H 0.743 -1.723 1.583  0.16
2 C -0.399 -0.698 0.390  -0.41
3 H 1.066 1.897 -1.175  0.08
4 H -2.254 -1.520 0.571  0.10
5 N -1.632 2.787 -0.498  0.21
6 C 1.977 -0.283 -0.072  -0.03
7 O -0.145 -1.849 1.037  0.01
8 C 0.560 0.096 -0.140  -0.26
9 C -1.807 -0.652 0.043  -0.04
10 H 2.246 -0.980 -0.761  0.06
11 H -2.336 0.194 0.570  0.09
12 H 2.018 -0.704 0.978  0.10
13 H 2.508 0.600 -0.113  0.06
14 C 0.292 1.355 -0.810  -0.09
15 H -2.075 -0.612 -1.005  0.09
16 N -0.761 2.091 -0.600  -0.11

Record 3
Formula: C9H11AuClI2O4PrS
Source: the Open Molecules 2025 dataset
Level of theory: the ωB97M-V functional and the def2-TZVPD basis

Results
HOMO level (alpha / beta) ... -22.37 / -22.35 eV
<S²> ... 6.0081
Spin multiplicity ... 5
Net charge ... +4
LUMO energy (alpha / beta) ... -0.6070 / -0.6457 hartree
Energy above the lowest of the compared OMol25 structures with the same formula, charge and spin ... 0.0000 eV

Each line ends with the Löwdin spin population.
Atoms and positions in Å:
1 C -1.079 2.175 1.222  0.00
2 C -0.694 0.354 -3.596  0.00
3 Pr 0.575 -1.407 0.295  2.29
4 C -2.097 2.256 -0.981  0.00
5 O -2.294 -2.560 2.742  0.00
6 I 2.314 2.671 -0.405  -0.01
7 Cl 2.610 -1.526 2.562  0.23
8 H 1.315 0.401 2.597  0.03
9 H 0.650 -1.971 -3.236  0.00
10 C -1.428 -2.252 2.044  0.00
11 H 1.241 1.029 -5.412  0.00
12 H 0.970 -1.417 -4.914  0.00
13 C -1.642 -2.096 -1.190  0.00
14 I 1.747 -4.034 -0.613  0.92
15 S 1.416 0.434 -1.687  0.00
16 O -3.067 2.464 -1.568  0.00
17 Au -0.250 1.742 -0.522  0.01
18 H -1.014 -0.091 -4.555  0.00
19 H 2.645 0.972 -4.317  0.00
20 O -1.231 2.226 2.363  0.00
21 C 1.565 1.158 -4.366  0.00
22 H 1.403 2.205 -4.085  0.00
23 H -1.221 -0.179 -2.794  0.00
24 H 2.274 -1.408 -3.665  0.00
25 H 2.720 0.485 1.405  0.02
26 C 1.205 -1.249 -3.846  0.01
27 C 0.812 0.174 -3.476  0.00
28 C 1.921 -0.119 1.846  0.49
29 O -2.519 -2.366 -1.882  0.00
30 H -0.974 1.416 -3.577  0.00

Record 4
Formula: C17H22ClIrO8S3
Source: the Open Molecules 2025 dataset
Level of theory: the ωB97M-V functional and the def2-TZVPD basis

Results
HOMO level ... -0.83 eV
Net charge ... -2
LUMO energy ... 0.1503 hartree
Energy above the lowest of the compared OMol25 structures with the same formula, charge and spin ... 1.0908 eV

Each line ends with the Löwdin charge.
Atoms and positions in Å:
1 H -3.433 -3.324 1.048  0.07
2 H 0.626 0.248 6.076  0.10
3 H 0.903 -5.097 1.075  0.04
4 H -0.912 -1.625 5.295  0.07
5 H -1.120 -2.339 -4.708  0.07
6 S 0.345 1.098 2.478  0.90
7 C 1.614 1.817 -1.596  -0.31
8 O 1.906 0.593 -1.482  -0.10
9 O 1.966 5.274 -2.343  0.07
10 C -2.088 3.045 2.460  -0.11
11 C -0.125 -4.807 1.294  -0.15
12 H 0.430 3.097 1.295  0.07
13 C -1.190 -1.819 -2.619  -0.72
14 O -1.589 -2.862 -2.132  0.02
15 H -2.510 -4.302 2.202  0.05
16 H 1.493 1.868 4.456  0.08
17 C 1.167 0.894 4.090  -0.32
18 H -0.726 0.811 5.090  0.10
19 H -2.040 3.005 1.369  0.08
20 C -0.122 -1.213 4.664  -0.11
21 H -0.460 -1.269 3.625  0.03
22 C 0.199 0.226 5.068  -0.31
23 C -1.499 -1.525 -4.096  -0.48
24 H -1.071 -0.577 -4.404  0.07
25 S -1.541 -0.941 0.984  0.57
26 H -2.922 3.688 2.748  0.06
27 H -2.290 2.031 2.807  0.05
28 Cl -3.269 -1.441 -4.394  0.50
29 O -0.485 -0.877 -2.112  -0.22
30 C -0.296 -3.327 1.027  -0.80
31 H 2.034 0.264 3.887  0.10
32 O -0.417 1.644 -0.420  -0.17
33 C 0.443 2.904 2.366  -0.32
34 H 0.762 -1.847 4.763  0.08
35 O -0.605 4.545 -1.082  0.03
36 C -0.764 3.580 3.014  -0.28
37 C 0.318 3.784 -1.358  -0.33
38 H -3.075 -2.677 2.649  0.05
39 O 1.365 0.577 1.479  -0.60
40 H -0.340 -5.059 2.336  0.06
41 C 1.617 4.156 -2.020  -0.29
42 C 0.409 2.358 -1.085  -0.33
43 Ir 0.306 -0.437 -0.350  0.94
44 C 2.427 2.891 -2.186  -0.30
45 C -1.417 -2.662 1.287  -0.80
46 H 1.394 3.241 2.783  0.09
47 H -0.689 4.649 2.800  0.11
48 O 3.536 2.812 -2.686  0.06
49 S 1.105 -2.530 0.342  0.53
50 H -0.790 -5.397 0.657  0.07
51 C -2.673 -3.288 1.835  -0.14
52 H -0.730 3.455 4.103  0.09

What is the energy above the lowest of the compared OMol25 structures with the same formula, charge and spin in the fourth record?
1.0908 eV

Please write out number 2 again, unchanged.
Formula: C5H8N2O
Source: the Open Molecules 2025 dataset
Level of theory: the ωB97M-V functional and the def2-TZVPD basis

Results
HOMO level ... -7.10 eV
LUMO energy ... 0.0256 hartree
Energy above the lowest of the compared OMol25 structures with the same formula, charge and spin ... 3.6012 eV

Each line ends with the Löwdin charge.
Atoms and positions in Å:
1 H 0.743 -1.723 1.583  0.16
2 C -0.399 -0.698 0.390  -0.41
3 H 1.066 1.897 -1.175  0.08
4 H -2.254 -1.520 0.571  0.10
5 N -1.632 2.787 -0.498  0.21
6 C 1.977 -0.283 -0.072  -0.03
7 O -0.145 -1.849 1.037  0.01
8 C 0.560 0.096 -0.140  -0.26
9 C -1.807 -0.652 0.043  -0.04
10 H 2.246 -0.980 -0.761  0.06
11 H -2.336 0.194 0.570  0.09
12 H 2.018 -0.704 0.978  0.10
13 H 2.508 0.600 -0.113  0.06
14 C 0.292 1.355 -0.810  -0.09
15 H -2.075 -0.612 -1.005  0.09
16 N -0.761 2.091 -0.600  -0.11

The lowest energy above the lowest of the compared OMol25 structures with the same formula, charge and spin belongs to which entry?
C9H11AuClI2O4PrS

energy above the lowest of the compared OMol25 structures with the same formula, charge and spin of number 2 (C5H8N2O)?
3.6012 eV